C24H62BaF6HgN4O20S3Zn as an isolated structure in a non-equilibrium geometry, computed with ωB97M-V/def2-TZVPD.

The geometry in XYZ format:
```
122
Properties=species:S:1:pos:R:3
Hg 1.39 2.48 4.22
Ba 1.71 5.14 -0.17
Zn 3.49 0.06 0.00
S 3.77 2.50 -2.38
S 0.56 1.36 0.76
S 3.94 2.61 2.13
F 2.97 3.21 -4.77
F -1.21 -0.56 0.96
F 4.26 1.46 -4.70
F 2.19 1.29 -4.10
F -1.18 0.47 -0.93
F -2.05 1.44 0.84
O 0.45 2.68 0.16
O 3.18 -1.51 -1.31
O 2.93 3.61 -1.93
O 1.46 0.40 0.17
O -0.65 1.30 4.58
O 5.50 -0.59 -0.34
O 0.04 4.70 -2.36
O 3.28 2.04 3.39
O -1.19 4.29 -4.72
O -1.32 -4.35 -1.47
O 5.15 2.80 -2.46
O 0.87 -3.79 2.18
O -4.92 -2.28 -1.87
O -2.24 6.10 0.15
O -3.74 4.31 2.49
O 5.15 3.28 2.47
O 2.93 3.52 1.49
O 4.15 1.47 1.21
O 0.70 1.39 2.21
O 3.50 1.27 -1.64
N 1.28 -3.33 -2.20
N -4.40 -0.68 -4.08
N 1.79 0.75 5.82
N 3.49 -1.26 1.69
C 1.42 -2.55 1.83
C -2.58 -5.00 -1.46
C -3.91 -0.34 -2.73
C 0.14 -1.48 -3.34
C -0.66 3.15 -4.03
C -1.09 0.63 0.40
C -0.49 -3.91 1.84
C 2.93 -2.63 1.84
C -4.09 4.88 1.23
C -0.73 3.50 -2.57
C -5.88 -2.96 -1.08
C 3.26 2.09 -4.10
C -0.55 0.20 5.48
C -2.96 4.86 0.21
C 3.53 -3.41 2.97
C 0.01 -2.56 -2.25
C -1.96 1.67 4.16
C 0.86 -0.31 5.34
C 4.28 -1.73 -2.19
C 1.07 -1.66 6.05
C -3.89 1.18 -2.67
C 5.62 -1.43 -1.52
C -1.18 -3.43 -2.54
C -4.86 -0.89 -1.70
H 1.49 0.92 6.79
H 6.36 -0.99 -2.18
H -4.42 5.92 1.35
H -1.76 3.58 -2.22
H -5.84 -0.43 -1.86
H -3.09 4.90 2.89
H -2.08 -2.83 -2.71
H -4.28 -1.67 -4.21
H 3.26 -4.46 2.88
H 6.07 -2.37 -1.19
H -1.91 2.66 3.70
H -3.36 4.67 -0.78
H -2.37 0.97 3.43
H 1.08 -4.18 -1.66
H 4.18 -1.12 -3.09
H 1.04 -1.75 2.50
H -2.27 4.05 0.48
H -1.48 6.03 0.73
H -2.79 -5.52 -2.40
H -1.02 -2.96 1.91
H -0.36 -0.56 -3.03
H 1.18 -1.18 -3.48
H -4.96 4.36 0.82
H 6.37 -0.22 -0.16
H -1.00 -4.03 -3.45
H 0.36 2.96 -4.35
H -0.31 -1.80 -4.28
H 0.62 -1.68 7.04
H 2.15 -1.85 6.16
H 4.27 -2.76 -2.55
H -1.28 -0.58 5.26
H 2.48 -2.18 -1.52
H -5.41 -0.53 -4.10
H 3.14 -0.73 2.50
H 1.06 -0.47 4.28
H 3.22 -3.08 3.97
H -5.75 -2.67 -0.03
H 3.19 -3.17 0.92
H -3.30 1.59 -1.84
H -3.34 -4.26 -1.19
H 2.73 0.37 5.94
H -1.75 4.01 -5.46
H -1.26 2.27 -4.26
H -2.55 -5.79 -0.71
H -2.66 1.73 5.00
H -4.51 -0.62 -0.68
H 1.47 -3.71 -3.13
H 4.46 -1.33 2.02
H -0.97 -4.59 2.55
H -0.65 -4.35 0.85
H -5.70 -4.03 -1.16
H -6.90 -2.78 -1.42
H -0.14 -2.06 -1.29
H 1.08 -2.24 0.83
H -3.51 1.56 -3.62
H -2.91 -0.77 -2.61
H 4.62 -3.40 2.95
H -0.76 0.62 6.47
H -0.29 2.67 -2.03
H -0.30 5.28 -3.06
H 0.70 -2.47 5.42
H -4.89 1.61 -2.62
```

Values from the calculation:
Charge: +2
LUMO level: -7.403 eV

=====

One molecule with the formula C18H12Cl2F3N3O2S2 in a non-equilibrium geometry, computed with ωB97M-V/def2-TZVPD.

The geometry in XYZ format:
```
42
Properties=species:S:1:pos:R:3
Cl -2.57 -6.18 -4.35
Cl -2.18 0.60 0.92
S 0.90 -0.11 0.03
S 3.07 0.49 -1.99
F -2.72 5.37 3.11
F -3.17 4.53 5.03
F -1.28 5.49 4.70
O 2.02 1.07 -2.76
O 4.37 1.09 -1.97
N -0.05 1.62 4.10
N 2.48 -2.06 -2.82
N 3.35 -1.10 -2.48
C 0.16 -0.35 2.73
C -1.60 3.37 3.71
C -2.12 2.69 2.61
C 2.53 0.30 -0.32
C 2.53 0.23 1.98
C -0.56 2.79 4.43
C -2.19 4.69 4.13
C -1.06 -2.69 -3.19
C 0.78 -4.18 -3.58
C 1.23 -0.09 1.73
C 0.32 -2.92 -3.21
C -1.57 1.47 2.28
C -0.52 0.95 3.06
C -1.95 -3.69 -3.54
C -1.46 -4.93 -3.91
C -0.10 -5.19 -3.93
C 3.28 0.45 0.80
C 1.23 -1.85 -2.84
H 4.32 -1.37 -2.54
H 2.94 0.30 2.97
H 1.85 -4.36 -3.59
H 0.26 -6.16 -4.22
H 0.78 -0.89 -2.60
H 4.32 0.72 0.77
H -0.57 -1.06 2.34
H 0.60 -0.74 3.65
H -3.01 -3.50 -3.53
H -0.13 3.28 5.29
H -1.43 -1.72 -2.91
H -2.93 3.11 2.03
```

Values from the calculation:
Energy relative to the best compared isomer or geometry (same formula, charge and spin): 0.000 eV
SMILES: O=S(=O)(N/N=C/c1ccc(Cl)cc1)c1ccc(Cc2ncc(C(F)(F)F)cc2Cl)s1
Charge: 0
LUMO level: -0.118 eV

=====

A 7-piece molecular cluster, C25H49N6O27S6 overall in a non-equilibrium geometry, computed with ωB97M-V/def2-TZVPD.

The geometry in XYZ format:
```
113
Properties=species:S:1:pos:R:3
S 5.85 -1.03 -4.94
S -6.05 -2.14 5.93
S -5.72 -0.01 -0.68
S 9.96 5.79 -2.61
S -2.89 -6.25 -2.09
S -11.53 1.20 0.95
O -4.65 -1.37 6.26
O 9.49 4.50 -3.48
O -6.85 1.06 -0.17
O 9.24 5.37 -1.20
O -3.74 -5.37 -3.16
O -2.06 -7.19 -2.82
O 0.22 3.08 1.23
O 5.17 -0.59 -6.35
O 11.39 5.72 -2.42
O -12.65 1.19 1.87
O -6.42 -2.92 7.09
O -1.94 -5.05 -1.53
O -1.35 -2.33 2.32
O -11.11 2.74 0.66
O 9.29 6.96 -3.13
O 5.75 -2.46 -4.80
O 5.41 -0.10 -3.91
O -5.45 -0.73 0.76
O -5.46 -3.16 4.80
O -10.32 0.44 1.19
O -6.36 -0.96 -1.56
O 7.39 -0.65 -5.32
O -6.94 -1.21 5.28
O -4.53 0.73 -1.04
O -12.07 0.84 -0.54
O -3.78 -6.66 -1.03
O 0.01 -0.45 -1.12
N -0.10 0.55 1.23
N 4.47 1.86 1.11
N 3.99 0.42 3.59
N 3.04 -1.58 2.44
N 6.62 0.73 -1.60
N 2.35 0.67 0.50
C 1.03 -2.46 1.17
C -0.33 1.98 1.76
C 7.30 0.21 0.90
C -3.53 -3.98 -2.88
C -3.57 -2.04 5.61
C -1.66 1.43 -0.79
C -11.08 2.95 -0.75
C -0.60 -2.71 1.27
C 3.99 -0.42 2.29
C 1.34 0.26 1.56
C 7.47 -0.34 -6.71
C -0.46 0.41 -0.22
C -4.18 -2.71 4.38
C 6.10 0.20 -7.09
C 6.21 0.25 -0.35
C 4.65 -0.28 -0.26
C -2.11 -3.89 -2.34
C 9.01 3.49 -2.59
C 3.78 0.49 0.94
C -1.28 2.23 3.11
C -7.23 0.74 1.17
C 8.39 4.24 -1.42
C 1.59 -1.28 2.15
C -6.01 0.07 1.80
C -12.15 2.03 -1.32
H 6.88 0.86 1.81
H 4.06 -0.22 4.43
H 1.40 -2.34 0.04
H -3.17 -2.79 6.31
H -1.95 -2.98 -1.75
H 9.87 2.89 -2.27
H -7.52 1.65 1.71
H -2.50 1.58 0.04
H 2.25 1.71 0.33
H 8.33 3.63 -0.52
H -1.38 -3.93 -3.15
H 3.42 -2.37 1.83
H -8.08 0.05 1.13
H -3.57 -3.54 4.01
H -0.52 2.68 3.92
H -2.21 0.82 -1.65
H 8.36 0.62 0.62
H 5.09 -0.87 2.23
H 4.07 -0.26 -1.27
H 5.90 0.13 -8.16
H 3.10 -1.94 3.44
H 7.69 -1.27 -7.26
H 7.40 4.62 -1.68
H -6.27 -0.54 2.66
H 8.27 0.38 -6.90
H 4.72 -1.42 0.06
H 0.94 -1.33 3.14
H -2.78 -1.34 5.35
H -4.33 -1.98 3.57
H -11.26 4.00 -0.99
H 4.39 2.41 0.20
H 4.95 0.88 3.57
H -10.08 2.67 -1.11
H 5.99 1.24 -6.77
H 7.42 -0.89 1.35
H -5.26 0.81 2.09
H 4.02 2.42 1.86
H -13.15 2.46 -1.19
H -11.98 1.80 -2.38
H 1.52 -3.49 1.53
H -1.58 1.17 3.48
H -2.17 2.97 2.91
H -1.13 -3.29 0.37
H -1.24 2.44 -1.22
H 5.81 0.66 -2.27
H -3.67 -3.38 -3.79
H 1.59 0.96 2.50
H 8.29 2.84 -3.10
H -4.27 -3.68 -2.13
```

Values from the calculation:
Charge: +1
LUMO level: -3.655 eV

=====

Number 1: Kohn-Sham gap 0.20229 Eh. Number 2: Kohn-Sham gap 0.30855 Eh. Number 3: Kohn-Sham gap 0.32124 Eh.